The following is a quantum chemistry calculation of C33H58CoN4O2PTe as an isolated structure, from OMol25.

Element x y z (Å)
1 Co 11.7194 10.5769 15.4832
2 C 14.7829 8.6426 16.5506
3 C 15.0304 9.0508 15.0777
4 N 13.9593 9.8675 14.4832
5 C 14.5053 10.9276 13.6921
6 C 13.4230 11.7258 12.9142
7 N 12.1874 11.8456 13.6903
8 C 11.7323 13.2123 13.9530
9 C 12.5373 13.9952 15.0079
10 C 13.2215 13.2004 16.1736
11 N 12.4793 12.1013 16.8146
12 C 13.3699 11.3814 17.7319
13 C 12.6830 10.0868 18.2619
14 N 12.3348 9.1672 17.1726
15 C 13.3821 8.1041 16.9105
16 H 15.0605 9.4883 17.2092
17 H 15.4683 7.8490 16.7859
18 H 15.2127 8.1841 14.4894
19 H 15.9887 9.6322 15.0123
20 H 13.3716 9.2795 13.8989
21 H 15.2871 10.6522 12.9609
22 H 15.0695 11.6279 14.3632
23 H 13.2275 11.1458 12.0383
24 H 13.8361 12.6765 12.5703
25 H 11.4743 11.3315 13.1395
26 H 10.7074 13.1033 14.2787
27 H 11.7042 13.8063 13.0405
28 H 11.8624 14.7594 15.4113
29 H 13.3510 14.5505 14.5478
30 H 13.4739 13.9278 16.9125
31 H 14.1477 12.7697 15.8076
32 H 11.7383 12.5571 17.3842
33 H 13.6982 11.9964 18.5822
34 H 14.2589 11.1122 17.1668
35 H 11.6930 10.3335 18.6943
36 H 13.3161 9.6454 19.0510
37 H 11.5307 8.6428 17.4927
38 H 12.9994 7.5127 16.0662
39 H 13.4020 7.4443 17.7684
40 C 8.7689 12.8038 16.3455
41 C 8.1763 11.3858 16.5264
42 C 6.6292 11.5290 16.4381
43 C 8.5468 10.8463 17.9018
44 P 8.9833 10.2952 15.1838
45 C 8.0990 10.8528 13.6594
46 C 6.7679 10.5479 13.3394
47 C 6.1839 11.0212 12.1873
48 C 6.9046 11.8469 11.3067
49 C 8.1976 12.1769 11.6174
50 C 8.7696 11.6928 12.7937
51 C 8.3930 8.5001 15.3947
52 C 6.9819 8.2381 15.9053
53 C 9.4175 7.8089 16.2845
54 C 8.5491 7.8367 14.0199
55 H 8.3346 13.4643 17.0892
56 H 8.5706 13.2144 15.3657
57 H 9.8703 12.7845 16.4964
58 H 6.3363 12.1804 17.2705
59 H 6.0671 10.5943 16.5316
60 H 6.3159 12.0540 15.5287
61 H 8.2949 11.5676 18.6827
62 H 9.6280 10.6033 17.9575
63 H 8.0686 9.9321 18.2126
64 H 6.1956 9.9136 13.9702
65 H 5.1345 10.7946 11.9738
66 H 6.4192 12.2908 10.4516
67 H 8.7769 12.8171 10.9884
68 H 9.8265 11.9654 12.9581
69 H 6.8122 8.5663 16.9287
70 H 6.7728 7.1573 15.8531
71 H 6.2464 8.7275 15.2838
72 H 9.5238 8.3319 17.2233
73 H 10.4119 7.8427 15.8066
74 H 9.1696 6.7727 16.4879
75 H 7.7297 7.9502 13.3208
76 H 8.7189 6.7489 14.1074
77 H 9.3931 8.3214 13.5192
78 C 10.4758 5.6408 11.9465
79 Te 11.8446 6.9374 12.9716
80 C 13.5154 6.1453 11.9525
81 H 10.6110 4.6463 12.3489
82 H 10.8769 5.6943 10.9415
83 H 9.4568 5.9991 12.0272
84 H 13.4643 6.4962 10.9235
85 H 13.4717 5.0539 11.9619
86 H 14.3855 6.4845 12.4889
87 O 11.7331 8.0777 10.7126
88 C 11.4232 9.3094 10.8606
89 O 11.3384 9.8631 11.9769
90 C 11.1838 10.1213 9.6325
91 C 11.1340 11.5166 9.6741
92 C 10.9683 12.2357 8.4906
93 C 10.8322 11.5722 7.2985
94 C 10.7861 10.1857 7.2809
95 C 10.9566 9.4823 8.4541
96 H 11.3370 12.0272 10.5853
97 H 11.0245 13.3166 8.5118
98 H 10.7442 12.0949 6.3375
99 H 10.6347 9.7096 6.3311
100 H 10.9564 8.3978 8.4374

Output
Charge: +1
Expectation value of S²: 3.768
Multiplicity: 4
Orbital gap (alpha / beta) in eV: 7.648 / 5.177
LUMO (alpha / beta) in eV: -2.03 / -3.88